[1]
Here is 11 unconnected molecules or ions with the total composition C25H55F6N5O25PS5 at a distorted geometry from the Open Molecules 2025 dataset. Energies are from ωB97M-V/def2-TZVPD.

The geometry in XYZ format:
```
122
Properties=species:S:1:pos:R:3
P 0.1642 0.1839 -0.3497
F 0.2181 1.6177 -1.0804
F -1.2771 0.5819 0.2997
F -0.5238 -0.4904 -1.6913
F -0.0611 -1.2954 0.3306
F 1.6125 -0.2886 -0.8952
F 0.8254 0.6728 1.0513
C 3.1951 1.7846 2.4525
C 3.0851 1.0955 3.7805
O 2.7772 1.7064 4.8126
N 3.0521 -0.2520 3.7948
C 2.7112 -1.0778 4.9239
H 3.1920 1.1063 1.5982
H 3.9932 2.5071 2.3001
H 2.2445 2.3073 2.3143
H 3.7015 -0.7539 3.1983
H 3.5614 -1.3410 5.5592
H 2.3470 -2.0546 4.5976
H 1.9069 -0.6323 5.5054
C 4.3965 -1.7291 -0.2251
C 3.7262 -2.5342 0.9150
O 4.1552 -2.3864 2.0521
N 2.6394 -3.2389 0.5496
C 1.7651 -4.0067 1.4326
H 3.8215 -1.9609 -1.1336
H 5.3156 -2.2669 -0.4534
H 4.3419 -0.6535 -0.1259
H 2.4222 -3.0893 -0.4205
H 2.3138 -4.4366 2.2652
H 1.1868 -4.8201 0.9947
H 1.0164 -3.2749 1.7474
C 0.9284 3.9328 6.2045
C -0.2432 3.3213 5.5018
O -1.3934 3.4259 5.9216
N 0.0562 2.4937 4.4705
C -0.9700 1.5889 3.9935
H 1.4399 3.0557 6.6045
H 0.5322 4.5935 6.9684
H 1.5938 4.4083 5.4867
H 1.0242 2.2443 4.3123
H -1.7523 2.1667 3.5067
H -1.2863 0.9410 4.8106
H -0.5107 0.9885 3.2036
C -1.6089 1.3605 -4.7886
C -2.4571 0.2427 -5.4053
O -3.0349 0.3696 -6.4653
N -2.4392 -0.9026 -4.6778
C -2.9495 -2.1683 -5.1093
H -2.2581 2.2354 -4.8629
H -0.8678 1.4460 -5.5841
H -1.2618 1.2346 -3.7683
H -2.0937 -0.8340 -3.7351
H -3.5540 -2.6311 -4.3193
H -2.1462 -2.9144 -5.1798
H -3.5164 -2.1853 -6.0325
C -2.3044 5.1604 2.8036
C -1.3371 5.3443 1.6656
O -0.5780 6.3112 1.6960
N -1.3526 4.4479 0.6636
C -0.6709 4.5806 -0.6199
H -2.7002 4.1406 2.7606
H -3.0797 5.9182 2.6884
H -1.9037 5.2751 3.8073
H -1.9605 3.6568 0.7885
H 0.2248 5.1914 -0.5449
H -1.3374 5.1257 -1.2917
H -0.4601 3.5854 -0.9998
C -5.4011 -0.5053 -0.0606
C -4.3032 -0.3108 -1.0895
O -4.2877 -1.4763 -1.9002
S -5.4070 -2.5538 -1.4845
O -4.7821 -3.4556 -0.5450
O -6.1305 -3.1179 -2.5841
O -6.2922 -1.5116 -0.5687
H -5.9136 0.4531 -0.1820
H -5.2112 -0.7451 0.9816
H -3.3505 -0.1310 -0.5836
H -4.5120 0.5181 -1.7662
C 3.3368 3.6976 -0.5860
C 3.2751 2.4894 -1.4952
O 4.6251 2.2629 -1.8434
S 5.3988 3.6905 -1.9929
O 5.3605 4.1527 -3.3438
O 6.6527 3.6084 -1.3225
O 4.3356 4.5537 -1.1382
H 3.4801 3.4993 0.4730
H 2.3759 4.2091 -0.6841
H 2.4790 2.5603 -2.2407
H 2.9561 1.6231 -0.9095
C 1.3118 -0.5757 -4.2190
C 2.1601 -1.8600 -4.0285
O 3.3142 -1.6383 -4.8453
S 3.1691 -0.3181 -5.8437
O 3.3271 -0.8111 -7.1721
O 3.9152 0.7922 -5.3310
O 1.5849 -0.0977 -5.5033
H 1.6479 0.1134 -3.4440
H 0.3101 -0.9426 -4.0163
H 1.6434 -2.7533 -4.3888
H 2.4556 -2.1281 -3.0161
C -0.8440 -3.6471 -1.6038
C -1.4802 -4.9617 -2.1071
O -0.3766 -5.8346 -1.8422
S 0.9554 -5.2570 -2.4663
O 0.9470 -5.4007 -3.8942
O 2.1234 -5.6803 -1.7427
O 0.5055 -3.6917 -2.0828
H -0.8093 -3.6388 -0.5156
H -1.3280 -2.7586 -1.9989
H -1.7438 -4.9274 -3.1624
H -2.2937 -5.2959 -1.4724
C -2.3344 -2.2211 2.9727
C -3.6872 -2.5687 2.3471
O -4.6377 -1.8085 3.0711
S -4.0217 -0.8930 4.2194
O -4.7275 -1.0196 5.4488
O -3.7631 0.3792 3.5978
O -2.5826 -1.7277 4.2815
H -1.8046 -1.4593 2.3924
H -1.6305 -3.0534 2.9427
H -3.9807 -3.6134 2.4303
H -3.6072 -2.3434 1.2849
```

Lowest unoccupied orbital energy ... 1.5 eV
Charge ... -1
E ... -165231.5550 eV

=====

[2]
Here is 19 unconnected molecules or ions with the total composition H38O19 at a distorted geometry from the Open Molecules 2025 dataset. Energies are from ωB97M-V/def2-TZVPD.

The geometry in XYZ format:
```
57
Properties=species:S:1:pos:R:3
O -2.9487 3.2294 0.0584
H -3.7773 3.0990 -0.4364
H -3.0850 2.4088 0.5339
O -0.5567 1.3535 0.3497
H -1.1664 1.5057 -0.4047
H 0.2271 0.8615 0.0236
O -1.5514 0.5814 -2.8986
H -2.1568 -0.0554 -3.2942
H -2.1799 1.2450 -2.5811
O 2.6782 1.8838 -3.2427
H 1.9826 1.2871 -2.8829
H 2.6687 2.7932 -2.7899
O 3.5174 1.2383 0.3288
H 4.0445 1.0912 -0.4472
H 3.6238 0.7013 1.1141
O -3.2031 -0.8337 2.5632
H -3.3654 -1.1628 3.4565
H -2.9220 0.1194 2.7487
O -0.7617 -1.1277 -0.4095
H -0.2331 -1.5603 0.2812
H -1.2023 -1.6125 -1.1138
O 0.4980 -0.4999 2.9098
H -0.2733 0.1158 3.0794
H 1.0526 -0.0264 2.2880
O 5.0050 -1.7433 -0.2033
H 5.0492 -1.6142 0.7453
H 5.0048 -0.9281 -0.6998
O -1.5044 1.0508 2.5413
H -1.8401 0.5376 1.7932
H -1.0108 1.6752 1.9961
O -4.4990 1.1086 0.2454
H -5.1992 1.1024 0.9040
H -4.3052 0.2108 -0.0589
O 2.7265 -1.8491 3.7572
H 1.9253 -2.2663 4.0815
H 2.5375 -0.9091 3.7889
O -0.8948 -4.4020 -1.5600
H 0.0490 -4.2909 -1.3916
H -1.0488 -4.9644 -0.7761
O 2.4496 3.6357 -1.1963
H 1.7246 3.3926 -0.6126
H 2.2480 4.4933 -1.5849
O 0.4233 -4.1322 1.0528
H -0.2799 -4.3497 1.6815
H 0.8220 -3.3766 1.5487
O 2.3768 -1.6991 -1.5934
H 3.2794 -1.7670 -1.2402
H 1.7633 -1.8991 -0.8768
O -1.2522 3.3275 -1.8379
H -0.5185 3.7801 -1.3998
H -1.7721 3.3302 -0.9723
O -3.4020 -1.4914 0.1781
H -2.7579 -1.2040 -0.4766
H -3.3024 -2.3937 0.4799
O 1.3351 0.6208 -1.3834
H 0.4739 0.3711 -1.8624
H 1.6461 -0.3784 -1.2848
```

Lowest unoccupied orbital energy (spin up / spin down) ... -3.2 / -9.6 eV
Multiplicity ... 2
Charge ... +1
E ... -39507.8552 eV
Energy above the lowest of the compared OMol25 structures with the same formula, charge and spin ... 93.8 kJ/mol